Entry from OMol25: a single C3H6O3 molecule (wB97M-V/def2-TZVPD).

XYZ file:
```
12
C3H6O3 wB97M-V/def2-TZVPD
C -0.900 -1.885 0.090
O -0.747 -0.562 -0.434
C 0.260 0.144 0.081
O 1.025 -0.262 0.928
C 0.375 1.536 -0.507
O 0.907 2.414 0.445
H -0.142 -2.547 -0.335
H -0.800 -1.875 1.177
H -1.896 -2.210 -0.205
H 1.014 1.463 -1.402
H -0.604 1.900 -0.828
H 1.510 1.884 0.989
```

## Properties
HOMO energy in eV: -10.6
SMILES: COC(=O)CO
Frontier orbital gap in eV: 11.402
LUMO energy in Ha: 0.0300

Entry from OMol25: 2 unconnected molecules or ions with the total composition C3H6O3 in a non-equilibrium geometry (wB97M-V/def2-TZVPD).

XYZ file:
```
12
C3H6O3 wB97M-V/def2-TZVPD
C -1.632 0.403 1.607
O -0.239 0.844 1.473
C 0.481 0.319 0.467
O -0.134 -0.542 -0.274
C 1.511 -0.115 -1.257
O 1.086 -0.513 -2.481
H -2.196 0.638 0.697
H -1.679 -0.676 1.792
H -2.019 0.961 2.463
H 1.845 0.915 -1.350
H 2.168 -0.783 -0.704
H 0.808 -1.450 -2.433
```

## Properties
HOMO energy in eV: -8.2
Frontier orbital gap in eV: 8.649
LUMO energy in Ha: 0.0168

Entry from OMol25: a single C3H6O3 molecule in a non-equilibrium geometry (wB97M-V/def2-TZVPD).

XYZ file:
```
12
C3H6O3 wB97M-V/def2-TZVPD
O 2.200 0.114 0.139
C 1.016 -0.608 -0.073
C -0.186 0.248 0.314
O -0.179 1.470 -0.351
C -1.506 -0.409 0.115
O -2.332 0.142 -0.579
H 2.044 0.987 -0.255
H 1.059 -1.512 0.542
H 0.909 -0.916 -1.123
H -0.196 0.373 1.419
H -1.725 -1.353 0.638
H -1.103 1.462 -0.784
```

## Properties
HOMO energy in eV: -10.5
SMILES: O=C[C@H](O)CO
Frontier orbital gap in eV: 11.078
LUMO energy in Ha: 0.0223

Entry from OMol25: 2 unconnected molecules or ions with the total composition C3H6O3 (wB97M-V/def2-TZVPD).

XYZ file:
```
12
C3H6O3 wB97M-V/def2-TZVPD
O 1.805 -0.817 0.002
C 1.550 0.152 0.689
C -1.002 0.794 -0.261
O -0.469 1.034 -1.481
C -1.131 -0.440 0.241
O -0.718 -1.509 -0.519
H 0.231 -1.666 -0.326
H 1.616 1.178 0.286
H 1.304 0.065 1.764
H -1.317 1.691 0.263
H -0.299 0.159 -1.872
H -1.569 -0.640 1.216
```

## Properties
HOMO energy in eV: -9.1
SMILES: O/C=C\O.C=O
Frontier orbital gap in eV: 9.737
LUMO energy in Ha: 0.0245

Entry from OMol25: a molecular structure, C3H6O3P in a non-equilibrium geometry (wB97M-V/def2-TZVPD).

XYZ file:
```
13
C3H6O3P wB97M-V/def2-TZVPD
C -2.790 0.941 -0.105
C -1.458 0.674 0.194
C 1.805 -1.474 0.034
O 1.976 0.772 -1.571
O 1.711 1.182 0.928
O -0.625 -0.190 -0.388
P 1.541 0.340 -0.247
H -3.392 1.528 0.546
H -3.226 0.278 -0.733
H -1.078 1.128 1.140
H 2.893 -1.482 0.140
H 1.355 -1.736 0.958
H 1.289 -1.962 -0.897
```

## Properties
HOMO energy in eV: -4.0
Total charge: -1
Frontier orbital gap in eV: 8.002
LUMO energy in Ha: 0.1488

Entry from OMol25: 2 unconnected molecules or ions with the total composition C3H6O3S in a non-equilibrium geometry (wB97M-V/def2-TZVPD).

XYZ file:
```
13
C3H6O3S wB97M-V/def2-TZVPD
C 1.871 0.711 -0.027
C -1.142 -1.004 0.416
C -1.301 0.272 -0.411
O 1.465 -1.729 -0.457
O 2.378 1.925 -0.001
O -0.314 1.172 -0.173
S 2.438 -0.766 0.077
H -1.747 -1.829 -0.054
H -0.104 -1.344 0.433
H -1.540 -0.871 1.434
H -2.170 0.887 -0.121
H -1.505 0.022 -1.503
H 1.671 2.554 0.387
```

## Properties
HOMO energy (spin up / spin down) in eV: -9.3 / -9.4
Frontier orbital gap (spin up / spin down) in eV: 7.630 / 7.659
LUMO energy (spin up / spin down) in Ha: -0.0629 / -0.0632

Entry from OMol25: a single C3H6O3S molecule in a non-equilibrium geometry (wB97M-V/def2-TZVPD).

XYZ file:
```
13
C3H6O3S wB97M-V/def2-TZVPD
C -0.254 0.419 -1.017
C 0.130 -0.810 -0.539
C 1.373 -1.023 0.217
O -1.950 2.111 0.174
O 0.134 1.520 1.247
O -1.725 -0.078 1.209
S -1.108 1.136 0.744
H 0.159 1.339 -1.012
H -1.132 0.438 -1.680
H -0.470 -1.716 -0.651
H 1.920 -0.093 0.462
H 1.986 -1.888 -0.261
H 0.937 -1.354 1.109
```

## Properties
HOMO energy (spin up / spin down) in eV: -7.5 / -11.2
2S+1: 3
Expectation value of S²: 2.0059
Frontier orbital gap (spin up / spin down) in eV: 8.235 / 6.939
LUMO energy (spin up / spin down) in Ha: 0.0273 / -0.1550

Entry from OMol25: a single C3H6O4 molecule in a non-equilibrium geometry (wB97M-V/def2-TZVPD).

XYZ file:
```
13
C3H6O4 wB97M-V/def2-TZVPD
C 0.613 0.733 -0.156
C 0.019 -1.120 1.318
C -1.005 -0.036 -1.627
O -0.155 1.039 -1.298
O -0.346 0.134 0.757
O 1.201 1.850 0.330
O -0.716 -1.190 -1.626
H 0.517 2.498 0.541
H 1.384 -0.010 -0.408
H -1.808 0.401 -2.237
H 0.936 -1.027 1.903
H 0.159 -1.864 0.532
H -0.799 -1.409 1.972
```

## Properties
HOMO energy in eV: -10.6
SMILES: CO[C@H](O)OC=O
Frontier orbital gap in eV: 11.465
LUMO energy in Ha: 0.0321

Entry from OMol25: 2 unconnected molecules or ions with the total composition C3H6O5 in a non-equilibrium geometry (wB97M-V/def2-TZVPD).

XYZ file:
```
14
C3H6O5 wB97M-V/def2-TZVPD
O -2.693 -2.590 0.974
H -2.400 -3.418 1.417
H -3.035 -2.025 1.703
O 1.568 -1.577 0.619
O 3.178 0.959 2.176
O 0.000 0.000 0.000
O 2.066 2.686 1.176
C 1.260 -0.442 0.219
C 2.512 1.393 1.183
C 2.260 0.629 -0.140
H -0.579 -0.804 0.100
H 2.054 3.091 2.086
H 3.166 0.250 -0.650
H 1.834 1.436 -0.766
```

## Properties
HOMO energy in eV: -10.6
SMILES: O=C(O)CC(=O)O.O
Frontier orbital gap in eV: 11.052
LUMO energy in Ha: 0.0167

Entry from OMol25: a molecular structure, C3H6OS in a non-equilibrium geometry (wB97M-V/def2-TZVPD).

XYZ file:
```
11
C3H6OS wB97M-V/def2-TZVPD
C 0.483 -0.597 0.779
C -0.726 -0.176 -0.108
C -0.714 1.395 -0.489
H 2.794 -1.463 -0.388
H 0.183 -1.534 1.307
H 0.753 0.301 1.228
H -1.315 -0.532 -1.091
H -1.458 -0.335 0.566
H -0.241 2.081 0.388
O -1.243 1.800 -1.481
S 1.484 -0.942 -0.711
```

## Properties
HOMO energy in eV: -9.3
Frontier orbital gap in eV: 10.088
LUMO energy in Ha: 0.0271

Entry from OMol25: a single C3H6OS molecule in a non-equilibrium geometry (wB97M-V/def2-TZVPD).

XYZ file:
```
11
C3H6OS wB97M-V/def2-TZVPD
C -0.917 -0.007 -0.395
C -0.494 1.248 -0.060
C 0.179 0.266 0.649
H -1.869 -1.474 0.495
H -0.379 -0.376 -1.279
H 0.246 1.549 -1.061
H -1.155 2.101 0.417
H 0.054 -0.515 1.509
H 2.333 0.482 0.899
O -2.223 -0.616 0.018
S 1.622 -0.367 -0.143
```

## Properties
HOMO energy in eV: -9.3
SMILES: O[C@H]1C[C@@H]1S
Frontier orbital gap in eV: 9.943
LUMO energy in Ha: 0.0243

Entry from OMol25: a single C3H6OS2 molecule in a non-equilibrium geometry (wB97M-V/def2-TZVPD).

XYZ file:
```
12
C3H6OS2 wB97M-V/def2-TZVPD
C -0.504 -0.170 -1.956
C 0.319 0.474 -0.810
C 0.166 -0.071 0.631
H -0.375 0.093 -3.893
H -1.559 -0.083 -1.772
H -0.149 -1.230 -1.922
H 0.127 1.549 -0.779
H 1.334 0.437 -1.132
H -0.688 0.278 2.744
O -0.049 0.512 -3.111
S -0.476 1.135 1.718
S 0.590 -1.544 1.061
```

## Properties
HOMO energy in eV: -8.8
SMILES: OCCC(=S)S
Frontier orbital gap in eV: 8.598
LUMO energy in Ha: -0.0063

Let's list energy relative to the best compared isomer or geometry (same formula, charge and spin) in order: 17.3, 115.6, 33.7, 55.8, 25.8, 114.6, 42.4, 30.1, 14.2, 58.9, 104.9, 24.8 kcal per mole.